1 | A single C5H7FS2 molecule. Source: the OMol25 dataset; level of theory: wB97M-V/def2-TZVPD.

Each line ends with the natural charge from an NBO analysis.
Element x y z (Å)
C -2.21292 -0.02311 -0.33338  -0.55
S -0.01200 1.68147 -0.13800  0.24
S -1.36065 -1.57775 0.03006  0.27
F 3.01195 -0.86453 -0.01701  -0.36
H -2.26473 2.04239 0.30190  0.23
C -1.66106 1.15349 0.44702  -0.52
C 2.34302 0.34796 0.03743  0.04
H 2.67097 0.85964 0.97039  0.18
H -1.62157 0.95686 1.51921  0.23
H 0.98362 -1.91697 0.18954  0.25
C 0.85079 0.14233 -0.01560  -0.25
H -2.17546 0.16401 -1.40348  0.23
H 2.65638 0.95535 -0.83659  0.17
H -3.24268 -0.19906 -0.02928  0.23
C 0.32157 -1.07749 0.05929  -0.39

Results
SMILES string = FCC1=CSCCS1
HOMO level = -7.9 eV


2 | 2 unconnected molecules or ions with the total composition C5H7FS2. Source: the OMol25 dataset; level of theory: wB97M-V/def2-TZVPD.

Each line ends with the natural charge from an NBO analysis.
Element x y z (Å)
H -0.53640 1.72041 -3.35114  0.14
C 1.48673 -0.99891 1.75023  -0.64
C 0.46279 0.42665 0.10933  -0.35
C 0.58732 0.20437 1.58601  0.17
H 0.92361 1.08540 2.05802  0.17
H 1.32700 0.98849 -0.43673  0.23
C -1.98678 0.12344 -2.60184  -0.41
H 2.60318 -0.83965 1.41488  0.23
S -1.81989 1.56362 -3.55531  0.14
H 1.63088 -1.12308 2.89925  0.22
H -1.48955 -0.33394 -0.29624  0.16
F -0.62114 -0.02049 2.24584  -0.36
H 0.98718 -1.78493 1.21893  0.23
S -2.89211 -1.17873 -2.51317  0.15
C -0.66283 0.16736 -0.52806  -0.07

Results
HOMO level (alpha / beta) = -8.3 / -7.8 eV


Which of them is most stable? Easy: 1.


1 | A single C5H12O2 molecule. Source: the OMol25 dataset; level of theory: wB97M-V/def2-TZVPD.

Each line ends with the natural charge from an NBO analysis.
Element x y z (Å)
H 0.70226 -0.91191 -0.79262  0.15
C -1.40530 0.59324 -1.57001  -0.64
H 2.22791 -0.34728 1.92190  0.23
C 2.33722 0.41094 1.13976  -0.61
H -0.98047 0.03991 -2.41646  0.22
H 3.00608 0.01331 0.36655  0.20
H -0.93018 1.58094 -1.52307  0.22
H 2.81821 1.29168 1.57684  0.21
H 1.07516 1.46215 -0.28498  0.20
C 0.96616 0.76369 0.56060  -0.41
O -1.84413 -1.49424 -0.42690  -0.74
H -2.46915 0.76275 -1.78604  0.21
H -1.71819 0.35118 0.55219  0.16
C 0.21352 -0.48812 0.10899  0.09
H -0.46807 -2.05284 0.92870  0.49
H -2.80078 -1.38046 -0.47377  0.48
C -1.24494 -0.20125 -0.27794  0.08
O 0.22508 -1.42085 1.17308  -0.73
H 0.36304 1.26766 1.33136  0.20

Results
SMILES string = CC[C@@H](O)[C@@H](C)O
HOMO level = -10.0 eV


2 | 2 unconnected molecules or ions with the total composition C5H12O2. Source: the OMol25 dataset; level of theory: wB97M-V/def2-TZVPD.

Each line ends with the natural charge from an NBO analysis.
Element x y z (Å)
H 2.42400 -0.19272 0.08971  0.21
H -0.33734 2.17776 1.69762  0.16
H -0.13970 1.10341 -0.49663  0.16
H -2.70412 -0.30129 -0.75147  0.46
O -0.67628 0.19263 1.24791  -0.36
H -1.02990 1.01119 3.05105  0.18
H 3.58428 0.68304 1.11780  0.22
H 2.51985 1.58363 0.00460  0.21
C 2.58865 0.71854 0.67003  -0.86
C -0.38764 -1.14832 -0.73066  -0.50
H -0.62324 -1.94869 -0.02021  0.23
C -1.40757 -1.16786 -1.87227  -0.05
O -2.72394 -1.02947 -1.38977  -0.71
H -1.36664 -2.11980 -2.40992  0.18
C -0.41544 0.16289 -0.02123  0.07
H 1.83957 0.80508 1.46644  0.22
C -0.60181 1.19611 2.07865  -0.18
H 0.61427 -1.35737 -1.14071  0.21
H -1.15700 -0.36876 -2.59093  0.15

Results
HOMO level (alpha / beta) = -7.6 / -7.4 eV


3 | A single C5H12O2 molecule. Source: the OMol25 dataset; level of theory: wB97M-V/def2-TZVPD.

Each line ends with the natural charge from an NBO analysis.
Element x y z (Å)
C 1.15482 -1.39383 -1.19884  -0.07
H 1.68970 -1.27616 -2.14868  0.17
H -1.90565 0.84969 1.41814  0.23
O -1.07901 -1.33367 0.75871  -0.74
C -1.09801 1.05602 0.69936  -0.40
C -0.25320 2.25330 1.19824  -0.62
H -1.55567 1.17443 -0.40500  0.18
H 0.62495 -0.18720 1.15365  0.15
H 0.88566 0.72828 -1.02966  0.22
O 0.37083 -2.58781 -1.20033  -0.74
H -0.12393 2.30900 2.29425  0.21
C 0.24537 -0.15763 -0.91085  -0.45
H 0.76413 2.25053 0.78148  0.20
H -0.73538 3.18238 0.89724  0.21
H 1.95647 -1.50958 -0.43036  0.17
C -0.27278 -0.20224 0.51418  0.09
H -0.73954 0.18826 -1.48611  0.22
H -0.86108 -1.99856 0.08457  0.49
H 0.93232 -3.34521 -0.98999  0.48

Results
SMILES string = CC[C@@H](O)CCO
HOMO level = -9.8 eV


Which of them is most stable? Easy: 1.


1 | A single C5H12O2 molecule. Source: the OMol25 dataset; level of theory: wB97M-V/def2-TZVPD.

Each line ends with the natural charge from an NBO analysis.
Element x y z (Å)
H -1.12347 0.22204 -1.11112  0.21
H 3.24226 -0.02220 -0.09731  0.17
O 1.30429 0.60127 -0.56502  -0.57
H -2.35177 1.24610 0.80720  0.18
C -0.92967 -0.11017 -0.08268  -0.27
H -2.85754 -1.08368 0.12137  0.22
H 3.03685 1.11551 -1.46190  0.20
C -1.27414 1.04869 0.85696  -0.05
O -0.62484 2.25522 0.53497  -0.73
C -1.79604 -1.33157 0.22379  -0.61
H 0.75586 -1.39007 -0.57597  0.17
H 2.58770 -0.60015 -1.65650  0.17
C 2.60864 0.24759 -0.95508  -0.24
H -1.58170 -2.15538 -0.46592  0.21
H 0.86069 -0.64389 1.03589  0.17
H -1.63620 -1.69810 1.24545  0.21
C 0.55425 -0.46558 -0.01092  -0.06
H 0.27766 2.02935 0.26202  0.49
H -1.05280 0.73499 1.89477  0.15

Results
SMILES string = COC[C@@H](C)CO
HOMO level = -9.9 eV


2 | 2 unconnected molecules or ions with the total composition C5H12O2. Source: the OMol25 dataset; level of theory: wB97M-V/def2-TZVPD.

Each line ends with the natural charge from an NBO analysis.
Element x y z (Å)
H 0.02288 -2.40258 1.18304  0.47
C -1.49867 -0.15688 -1.92325  -0.73
H 2.71338 0.32861 0.41371  0.20
H 0.75382 0.85191 -1.16223  0.22
H 1.68000 -0.95689 1.05264  0.21
H 2.39456 0.22935 2.16118  0.21
H -1.14548 -1.71955 0.50208  0.49
H -0.60364 1.89331 -0.50356  0.25
H -1.06926 -1.15564 -2.03873  0.26
O -0.38609 -2.29136 0.31816  -0.96
C 0.74160 1.02123 1.01846  -0.41
C 0.04472 1.00279 -0.33500  -0.50
H -2.57409 -0.20495 -2.05162  0.24
C -1.17683 0.18615 -0.50009  0.63
O -1.91705 -0.05867 0.43852  -0.62
H -1.04602 0.48375 -2.69182  0.23
C 1.95156 0.09499 1.16587  -0.60
H 1.09425 2.04364 1.13815  0.20
H 0.02037 0.81080 1.81448  0.22

Results
SMILES string = CCCC(C)=O.O
HOMO level = -9.8 eV


3 | 3 unconnected molecules or ions with the total composition C5H12O2. Source: the OMol25 dataset; level of theory: wB97M-V/def2-TZVPD.

Each line ends with the natural charge from an NBO analysis.
Element x y z (Å)
H -2.30670 1.57636 -0.54597  0.20
O 1.28226 0.06705 -1.52328  -0.95
C -1.40648 1.52170 0.06500  -0.21
H -1.13456 3.56698 -0.06440  0.21
H 1.05497 0.27172 -0.59128  0.48
O 2.57373 -2.53079 -0.18001  -0.95
H 2.18696 0.40194 -1.56500  0.46
H 0.25264 2.51032 0.75122  0.19
H -0.07726 0.91086 2.25629  0.20
C -1.55599 -1.03179 -0.20290  -0.65
H -2.35462 -1.49495 0.36307  0.22
H -0.73985 -1.74328 -0.27336  0.23
C -1.02157 0.17419 0.54311  -0.04
H -1.89169 -0.77256 -1.20243  0.22
H 2.02674 -3.10496 -0.72812  0.47
C -0.33577 0.02976 1.68262  -0.41
C -0.70501 2.63877 0.27174  -0.38
H -0.29318 -0.94639 2.15863  0.21
H 2.60126 -1.69758 -0.67354  0.47

Results
SMILES string = C=CC(=C)C.O.O
HOMO level = -9.0 eV


4 | A single C5H12O2 molecule. Source: the OMol25 dataset; level of theory: wB97M-V/def2-TZVPD.

Each line ends with the natural charge from an NBO analysis.
Element x y z (Å)
H 1.39181 2.35754 1.25179  0.20
H 0.85434 -0.99974 0.63419  0.17
H -0.10280 2.44732 2.03971  0.18
C 0.57415 1.70065 1.60890  -0.30
H -1.27883 -0.28629 -1.45886  0.22
H 1.65790 -1.09168 -1.72838  0.15
C -0.39942 -0.84314 -1.10864  -0.44
C -0.05778 -0.44107 0.34995  0.12
H -2.06748 -0.15521 0.98200  0.21
H -0.69111 -1.90759 -1.10925  0.21
C -1.20239 -0.75141 1.29180  -0.63
C 0.72430 -0.66040 -2.13167  -0.06
H 0.49541 -1.21535 -3.05140  0.18
H 0.93715 1.20238 -1.70589  0.48
O 0.90087 0.68266 -2.52138  -0.72
H -1.47945 -1.80944 1.31207  0.21
H 0.48245 1.23298 2.62490  0.20
H -0.91679 -0.44930 2.30332  0.21
O 0.17768 0.98707 0.41685  -0.59

Results
SMILES string = CO[C@@H](C)CCO
HOMO level = -9.9 eV


Which of them is most stable? Easy: 2.


1 | 2 unconnected molecules or ions with the total composition C5H12O2. Source: the OMol25 dataset; level of theory: wB97M-V/def2-TZVPD.

Each line ends with the natural charge from an NBO analysis.
Element x y z (Å)
C -1.10317 -0.68406 -1.04976  -0.63
O 0.02131 2.44308 -1.52016  -0.66
C 1.57815 0.64489 1.08727  -0.25
H 1.70057 1.70773 1.30657  0.20
H 0.24936 1.72870 -0.87177  0.50
H -0.99108 -1.47068 1.60348  0.22
C 0.10604 -0.80676 -0.13595  0.10
H 0.98549 -1.12606 -0.71898  0.17
C -1.20869 2.87154 -1.41165  0.10
H -1.95465 -0.28909 -0.48416  0.22
O 0.36678 0.51096 0.36771  -0.57
C -0.14211 -1.79936 0.99405  -0.64
H 2.43462 0.29505 0.49298  0.17
H -0.90272 -0.01385 -1.88913  0.22
H 0.73032 -1.91948 1.64387  0.21
H 1.54722 0.09199 2.03310  0.18
H -0.37672 -2.78264 0.57334  0.22
H -1.37729 -1.66456 -1.44991  0.22
H -1.66342 2.26262 -0.57090  0.03

Results
HOMO level = -8.1 eV


2 | 2 unconnected molecules or ions with the total composition C5H12O2. Source: the OMol25 dataset; level of theory: wB97M-V/def2-TZVPD.

Each line ends with the natural charge from an NBO analysis.
Element x y z (Å)
H -0.23423 -0.00168 0.31955  0.19
C 0.57027 -0.93986 -1.28343  -0.16
C 0.21127 -0.92955 0.00846  -0.24
O -0.98459 3.28768 2.04865  -0.92
H -1.04597 0.09888 -2.48160  0.22
C 0.67387 1.49316 -2.21688  -0.62
H -1.80541 2.83611 2.03029  0.46
C 0.47124 -2.02646 1.06243  -0.09
H 1.76818 1.51421 -2.41440  0.21
H -1.09634 3.63521 2.94258  0.46
H 0.45219 -0.52945 -3.37278  0.21
H 1.34598 -1.80180 1.58022  0.19
H 0.45091 1.87797 -1.21873  0.21
H -1.27472 -1.36321 1.82464  0.46
H 0.23102 2.32741 -2.94635  0.21
H 0.52951 -3.00629 0.48695  0.19
C 0.10178 0.06149 -2.37156  -0.44
H 1.28754 -1.76416 -1.66647  0.19
O -0.61282 -2.00966 2.16659  -0.73

Results
SMILES string = CC/C=C/CO.O
HOMO level = -9.5 eV


Which of them is most stable? Easy: 2.


1 | A single C5H12O2 molecule. Source: the OMol25 dataset; level of theory: wB97M-V/def2-TZVPD.

Each line ends with the natural charge from an NBO analysis.
Element x y z (Å)
H 0.52000 -0.86251 0.25145  0.20
H -2.11137 -1.32585 1.41660  0.15
H 1.74544 1.95469 0.95322  0.15
H 3.53017 0.68816 0.78970  0.47
H -0.57918 -2.71716 0.29758  0.46
H 0.70918 0.68980 -1.58945  0.20
H -1.26793 -0.69804 -1.40328  0.21
O -1.50655 -2.72576 0.02364  -0.72
H 2.43206 2.31127 -0.67570  0.17
C -2.09148 -1.49433 0.34163  -0.05
O 2.81180 0.41193 0.20710  -0.73
C -0.07829 0.05809 0.24341  -0.40
C -1.41376 -0.32971 -0.38376  -0.42
H -2.06346 0.54584 -0.34622  0.20
C 0.64961 1.08888 -0.60407  -0.41
H 0.07370 2.01082 -0.76138  0.20
H -3.12232 -1.57900 0.00746  0.18
C 1.98302 1.55055 -0.03306  -0.06
H -0.22066 0.42234 1.26512  0.20

Results
SMILES string = OCCCCCO
HOMO level = -10.1 eV


2 | A single C5H12O2 molecule. Source: the OMol25 dataset; level of theory: wB97M-V/def2-TZVPD.

Each line ends with the natural charge from an NBO analysis.
Element x y z (Å)
H -3.92185 -0.30468 -0.35703  0.16
H -3.24667 1.34738 -0.38040  0.16
H -1.64762 -1.09138 -1.04724  0.17
C 2.35375 -0.53970 -0.58317  -0.06
O 0.98788 -0.63829 -0.92562  -0.54
H 2.43140 1.61118 -0.73694  0.21
H -1.12690 0.60722 -1.00142  0.17
C -3.37543 0.44411 0.23781  -0.24
C 0.09948 -0.67048 0.16621  -0.08
O -2.13911 -0.04996 0.68268  -0.54
H -3.96264 0.70015 1.12271  0.19
H 2.89179 -0.73014 -1.51805  0.19
H 2.62780 -1.32914 0.13415  0.16
H 0.09201 -1.66465 0.63774  0.17
H 2.24092 1.02602 0.92704  0.20
C 2.73018 0.82928 -0.03261  -0.64
H 3.81180 0.89751 0.12132  0.21
H 0.36915 0.06274 0.93789  0.17
C -1.26304 -0.29662 -0.38672  -0.07

Results
SMILES string = CCOCCOC
HOMO level = -9.8 eV


3 | 2 unconnected molecules or ions with the total composition C5H12O2. Source: the OMol25 dataset; level of theory: wB97M-V/def2-TZVPD.

Each line ends with the natural charge from an NBO analysis.
Element x y z (Å)
H -0.69968 -0.15476 -0.75980  0.50
H -3.12278 -0.30387 -1.93831  0.17
C -2.26015 0.36085 -1.89156  -0.24
H 0.28213 1.80467 0.26035  0.23
H -1.60834 0.16273 -2.75038  0.17
C 1.01665 -0.15210 0.48701  -0.04
H -2.62726 1.39098 -1.97435  0.17
H 1.38561 1.19957 -1.11141  0.20
C 0.27892 -0.36720 1.80191  -0.10
O -1.61009 0.16050 -0.65602  -0.77
H 2.87259 -1.20674 0.56768  0.23
H -1.38733 0.42895 1.22671  0.50
H -0.01701 -1.42813 1.88848  0.16
C 0.89601 1.01002 -0.15792  -0.42
O -0.80705 0.49787 2.00634  -0.73
H 1.50289 -2.25270 0.17365  0.22
H 2.16208 -1.14786 -1.05002  0.22
C 1.92775 -1.25467 0.01394  -0.65
H 0.98273 -0.17377 2.62135  0.19

Results
SMILES string = C=C(C)CO.CO
HOMO level = -9.4 eV


4 | 2 unconnected molecules or ions with the total composition C5H12O2. Source: the OMol25 dataset; level of theory: wB97M-V/def2-TZVPD.

Each line ends with the natural charge from an NBO analysis.
Element x y z (Å)
O 0.06681 2.19128 -1.36648  -0.70
H -0.38682 -1.81333 -0.87896  0.21
H 0.69090 2.88471 -1.12134  0.47
C -0.37346 -1.25128 0.06222  -0.44
H 0.33577 1.21885 1.03934  0.48
H -1.32630 -2.88209 1.12577  0.21
H 2.14844 -0.37313 -0.57825  0.23
C -0.52409 0.18630 -0.34997  -0.19
H -2.45879 -1.63174 0.60302  0.20
C -1.45044 -1.79960 1.00037  -0.60
C 1.82045 0.46004 -1.20919  -0.67
C 0.44694 0.95924 -0.85099  0.21
H 1.75455 0.09945 -2.24194  0.23
H -1.52179 0.61972 -0.29671  0.21
H 0.61009 -1.42136 0.51805  0.21
O -0.13799 1.03281 1.88323  -0.95
H -1.38430 -1.32844 1.98542  0.22
H -0.90640 1.61605 1.84721  0.46
H 2.59643 1.23250 -1.17080  0.21

Results
SMILES string = CC/C=C(\C)O.O
HOMO level = -8.5 eV


Which of them is most stable? Easy: 1.